Entry 1:
{"formula": "C71H62AsBrCdGeN4O6P2S", "method": "ωB97M-V with the def2-TZVPD basis set", "species": ["H", "C", "C", "C", "H", "H", "C", "C", "H", "H", "H", "C", "C", "H", "H", "H", "C", "H", "O", "C", "H", "H", "C", "C", "C", "C", "H", "C", "H", "C", "P", "C", "C", "C", "C", "H", "S", "C", "H", "C", "As", "C", "C", "C", "C", "O", "H", "H", "H", "C", "P", "C", "C", "C", "Cd", "C", "C", "C", "Ge", "H", "H", "H", "H", "H", "H", "C", "H", "H", "H", "C", "C", "N", "H", "H", "H", "H", "H", "C", "N", "H", "C", "H", "H", "C", "H", "C", "C", "H", "C", "C", "H", "H", "C", "C", "H", "C", "H", "C", "C", "O", "C", "C", "C", "C", "C", "C", "H", "C", "C", "C", "H", "H", "C", "H", "H", "H", "H", "C", "H", "H", "H", "C", "N", "C", "C", "H", "H", "H", "O", "C", "H", "O", "C", "C", "Br", "H", "C", "C", "H", "C", "C", "H", "H", "C", "H", "C", "O", "H", "N", "C"], "positions_angstrom": [[-0.094, 0.217, -7.487], [2.181, -4.139, 3.298], [-0.322, -4.627, -2.871], [-1.423, 0.085, 4.754], [-3.164, 1.930, 0.771], [2.462, 4.561, 4.174], [2.706, 0.274, -2.414], [3.993, 0.113, 1.025], [0.932, -1.324, -9.120], [-4.915, 3.013, -1.421], [1.319, 0.264, 6.332], [1.084, -5.045, -2.796], [-1.780, 1.061, 5.680], [1.025, 2.908, 2.988], [0.862, -7.056, -2.063], [-4.256, 1.431, 2.933], [1.088, 1.495, 4.585], [2.143, -3.329, -8.334], [3.137, -0.085, -3.513], [4.244, -2.739, 0.907], [0.498, -1.989, 3.141], [2.876, -3.514, 3.843], [1.168, -2.089, -5.338], [2.394, 2.111, 6.509], [-2.946, 3.337, -2.200], [5.058, 0.585, -1.435], [-1.819, 6.968, -2.416], [-3.575, 8.182, -2.565], [-4.012, -2.051, 5.203], [-0.562, 5.249, -0.509], [0.043, 0.303, 3.702], [-0.496, -3.290, -3.257], [-5.517, 7.366, -1.417], [0.302, 4.505, 0.519], [6.088, -3.247, -0.541], [-0.345, -6.361, 1.393], [-1.465, -2.346, 1.174], [6.949, -3.194, 0.544], [0.628, -4.362, 0.288], [2.213, 3.618, 4.641], [1.191, -2.302, -3.393], [1.676, -2.665, -7.617], [-2.228, -1.037, 4.582], [1.404, 2.704, 3.981], [-2.884, -3.574, -3.179], [1.517, 2.469, 0.612], [-1.154, 1.935, 5.806], [-2.811, 0.142, -1.005], [4.876, -5.816, -2.873], [1.804, -3.820, 1.996], [2.462, -2.427, 1.048], [3.705, 0.355, -1.256], [-3.213, 4.053, 1.040], [0.906, -4.625, 1.300], [0.909, 0.470, 0.072], [-4.378, 3.489, 3.518], [-4.791, 6.268, -0.980], [-3.735, -0.208, 6.264], [-2.410, 4.515, -0.703], [-6.559, 7.477, -1.141], [-3.374, 6.109, 1.627], [2.786, 1.879, 7.491], [-0.142, 4.632, 1.513], [-1.944, -1.787, 3.852], [-1.103, 3.533, -3.285], [-3.466, 2.739, 1.424], [-4.222, 1.443, -5.345], [-4.344, -0.338, 0.649], [0.120, -0.255, -5.053], [-2.933, 0.911, 6.436], [2.915, -6.561, -2.421], [-3.811, -1.168, 0.861], [-0.772, 0.221, -1.790], [-3.096, 8.930, -3.186], [4.046, -3.573, -3.565], [5.435, 0.722, -2.438], [-1.320, -6.464, -2.356], [-1.439, -5.427, -2.647], [-2.181, -0.547, -0.617], [-0.674, 6.286, -0.186], [5.340, 0.418, 0.950], [8.009, -3.357, 0.400], [-5.467, 9.195, -2.540], [1.000, -1.230, 3.734], [3.276, -7.527, -2.089], [5.104, -2.708, 2.003], [0.368, -5.741, 1.919], [-3.576, -5.528, -2.626], [-2.711, -4.901, -2.803], [-1.775, -2.771, -3.399], [1.914, -5.509, 4.921], [6.472, -3.459, -1.529], [1.754, -2.945, -6.259], [-4.700, 2.139, -3.373], [7.132, -2.874, 2.660], [1.998, -4.056, -3.191], [-4.031, -1.643, 1.718], [0.415, 3.000, 0.313], [3.816, -5.595, -2.852], [-0.305, 0.691, 2.306], [-2.858, 7.079, -2.124], [1.638, -5.257, 3.905], [5.875, 0.650, -0.313], [-2.565, 2.456, -4.419], [-2.114, 3.142, -3.300], [6.456, -2.927, 1.816], [3.353, 4.027, 6.411], [0.424, -0.670, -7.143], [0.521, -0.943, -5.789], [1.006, -1.535, -8.061], [1.318, 4.899, 0.537], [-5.715, 1.761, -3.400], [0.727, -6.052, 3.221], [2.275, -3.834, -5.921], [-3.881, -3.168, -3.295], [1.282, -1.595, 4.719], [-3.206, 1.668, 7.160], [-3.554, 5.080, 1.918], [-1.914, 2.336, -5.274], [-4.391, 5.613, 3.821], [-1.902, -1.734, -3.687], [-4.128, 4.804, 3.151], [3.203, 0.135, -0.037], [1.555, -6.293, -2.399], [3.355, -4.342, -3.233], [-0.551, -1.371, -1.412], [-4.829, 3.267, 4.478], [4.727, -2.482, 2.991], [1.742, -2.260, -0.222], [-4.906, 8.332, -2.204], [-4.631, -0.329, 6.858], [1.500, 0.547, -2.112], [4.733, -3.012, -0.363], [1.581, 1.201, 5.855], [2.688, -0.505, 2.589], [-0.048, 5.251, -1.473], [-3.858, 1.949, -4.460], [-2.517, -1.270, 0.455], [-5.274, 5.521, -0.358], [-3.383, -1.179, 5.335], [-4.053, 2.457, 2.650], [4.040, -3.030, -1.193], [6.927, 0.884, -0.421], [-4.243, 2.826, -2.254], [5.959, 0.439, 1.836], [-3.444, 6.115, -1.305], [-0.568, 2.335, -0.113], [0.292, -6.912, 3.713], [-0.854, -0.470, -1.046], [2.709, 3.321, 5.902]], "forces_ev_per_a": [[0.0213, 0.0066, 0.0203], [0.0150, -0.0418, 0.0033], [-0.2149, 0.1822, -0.0588], [0.2019, 0.3332, -0.0852], [0.0363, -0.0644, -0.0288], [-0.0111, -0.0128, -0.0433], [-0.0966, 0.0543, -0.2802], [-0.1505, 0.0398, 0.0684], [0.0411, -0.0052, -0.0123], [-0.0294, -0.1041, -0.0458], [0.0239, -0.0085, 0.0396], [0.2285, 0.0219, -0.0676], [-0.0473, -0.0606, -0.0518], [0.0532, 0.0070, -0.0196], [0.0046, -0.0197, -0.0205], [0.0796, -0.0367, 0.0431], [-0.1902, -0.0193, -0.1113], [-0.0123, -0.0256, 0.0157], [0.1239, 0.2463, 0.3470], [-0.2343, 0.2865, 0.0346], [-0.1900, 0.0026, 0.1171], [-0.0150, 0.0149, 0.0047], [0.0181, 0.1058, 0.0511], [0.0179, -0.0249, 0.0497], [0.3721, -0.1393, 0.3928], [-0.0617, 0.0011, -0.0177], [0.0100, 0.0766, -0.0061], [-0.0327, 0.0404, -0.0252], [0.0170, -0.0263, -0.0031], [-0.0706, -0.8045, 0.0989], [-0.0217, -1.0710, 0.6659], [-0.0825, -0.0829, 0.1582], [-0.0560, 0.0319, -0.0103], [-0.2841, -0.1527, -0.1756], [0.0640, -0.0427, -0.0235], [0.0054, 0.0210, -0.0585], [0.0526, -0.1700, -0.0597], [-0.0188, 0.0047, -0.0690], [-0.0584, 0.0119, -0.0158], [0.0670, 0.0720, 0.0833], [-0.2546, -0.4759, -0.3667], [0.0231, 0.0096, -0.0381], [0.0263, -0.0281, -0.0153], [-0.0802, -0.0275, -0.1149], [-0.0177, -0.0113, 0.0212], [0.3091, 0.6213, 0.3583], [-0.0404, 0.0353, 0.0347], [0.0659, -0.0220, 0.0007], [0.0045, -0.0059, -0.0324], [-0.0480, 0.4853, 0.0590], [0.8466, -1.1280, 0.3441], [-0.1278, -0.1529, -0.0977], [0.1918, -0.0681, -0.3953], [-0.0499, 0.0700, -0.0815], [-0.3666, -0.7923, 0.2637], [-0.0355, 0.0093, -0.0159], [0.0383, -0.0365, 0.0799], [0.0150, -0.0012, -0.0133], [-0.2509, 0.6506, -0.1603], [0.0025, -0.0241, 0.0003], [-0.0386, 0.0144, 0.0392], [-0.0160, 0.0020, 0.0107], [0.0906, 0.0337, 0.0527], [-0.0663, -0.0270, -0.0051], [0.0309, -0.0469, -0.0298], [0.0698, -0.0075, 0.0387], [0.0479, -0.0533, 0.0128], [0.0020, -0.0103, -0.0040], [-0.0598, 0.1278, -0.0599], [-0.0550, 0.0319, 0.0609], [-0.0013, -0.0215, 0.0914], [-0.0427, 0.2736, -0.1077], [-0.1775, -0.0809, -0.0656], [0.0079, -0.0152, -0.0173], [0.0548, -0.0337, 0.0509], [0.0106, -0.0030, -0.0016], [-0.0029, -0.0033, -0.0075], [0.0915, -0.0394, 0.0609], [-0.3199, 0.4044, -0.0206], [-0.1234, 0.0079, -0.1182], [0.0385, -0.0572, -0.2324], [0.0070, -0.0039, 0.0005], [0.0016, 0.0006, -0.0002], [-0.5028, 0.5838, -0.0080], [0.0079, -0.0140, -0.0447], [0.0399, -0.0676, -0.0194], [-0.0042, -0.1361, 0.1048], [0.0026, 0.0028, -0.0070], [-0.0493, -0.0204, 0.0405], [0.0496, 0.0860, 0.0183], [0.0229, 0.0255, 0.0024], [-0.0170, 0.0087, -0.0233], [0.0207, -0.1002, 0.0852], [0.0160, -0.0486, 0.1174], [-0.0035, -0.0361, 0.0130], [0.1728, -0.0910, 0.0791], [0.0263, 0.0026, 0.0245], [-0.4498, 0.5631, -0.1960], [0.0418, -0.0109, -0.0310], [0.1478, 0.2054, -0.4247], [0.0945, -0.0511, 0.0880], [0.0778, 0.0008, 0.0876], [-0.0238, 0.1151, 0.1100], [-0.0252, -0.0095, -0.1143], [0.0846, -0.0721, 0.0920], [-0.0269, -0.0449, 0.0748], [-0.0193, 0.0180, 0.0134], [-0.0255, -0.0197, -0.0376], [0.0436, 0.0035, 0.1200], [-0.0637, 0.0116, -0.0294], [-0.0339, 0.0605, 0.1120], [-0.0030, 0.0179, 0.0048], [-0.0289, 0.0424, -0.0434], [-0.0192, -0.0021, -0.0095], [0.0099, -0.0121, -0.0134], [-0.0019, 0.0374, 0.0443], [-0.0038, 0.0106, 0.0010], [0.0564, 0.0484, -0.0630], [0.0576, -0.0413, -0.0231], [0.0337, 0.0056, -0.0019], [-0.0718, 0.0322, -0.0417], [-0.0121, -0.0299, 0.0520], [0.4674, 0.1834, -0.1206], [-0.0885, 0.0281, 0.0264], [-0.0170, 0.0725, -0.0550], [-0.1121, -0.0923, -0.0410], [-0.0055, 0.0035, -0.0022], [0.0394, 0.0296, 0.0271], [-0.1116, 0.3201, 0.0796], [0.0005, 0.0217, -0.0501], [-0.0132, 0.0155, 0.0022], [0.2562, 0.0991, -0.2307], [-0.1850, 0.1143, -0.0053], [0.0233, -0.0199, -0.0203], [0.3512, -0.4133, -0.2403], [-0.0975, 0.0486, -0.0565], [0.0086, 0.1033, 0.0193], [0.0186, -0.3128, 0.1073], [-0.0498, 0.0543, 0.0150], [-0.0165, -0.0237, -0.0163], [-0.0234, -0.0505, 0.0229], [0.0688, 0.0303, -0.0729], [0.0242, -0.0394, -0.0170], [0.0120, 0.1294, 0.1592], [0.0229, -0.0325, 0.0149], [0.0763, -0.1672, 0.1955], [0.0243, 0.7092, -0.1507], [0.0095, -0.0202, -0.0155], [0.3018, -0.0877, -0.1525], [0.0178, -0.0259, -0.0600]], "lowdin_charge": [0.098, -0.095, -0.198, -0.259, 0.074, 0.108, -0.684, -0.487, 0.098, 0.096, 0.110, -0.200, -0.075, 0.086, 0.104, 0.093, -0.330, 0.099, -0.026, -0.317, -0.030, 0.097, -0.355, -0.079, -0.269, 0.006, 0.093, -0.095, 0.103, -0.240, 0.632, -0.309, -0.093, -0.174, -0.056, 0.111, 0.696, -0.067, 0.084, -0.062, 1.426, -0.092, -0.088, -0.060, -0.086, -0.129, 0.105, 0.145, 0.100, -0.314, 0.744, -0.181, -0.263, -0.112, 1.439, -0.093, -0.120, -0.087, 1.039, 0.099, 0.103, 0.103, 0.113, 0.051, 0.102, -0.106, 0.100, 0.093, 0.091, -0.083, -0.083, 0.098, 0.081, 0.099, 0.111, 0.119, 0.104, -0.029, -0.038, 0.069, -0.078, 0.107, 0.097, -0.487, 0.100, -0.115, -0.060, 0.100, -0.085, -0.113, 0.107, 0.110, -0.093, -0.096, 0.108, -0.326, 0.079, -0.699, -0.093, -0.407, -0.113, -0.067, -0.045, -0.090, -0.104, -0.072, 0.103, -0.089, -0.123, -0.099, 0.113, 0.099, -0.065, 0.094, 0.101, 0.033, 0.104, -0.115, 0.099, 0.101, 0.096, -0.086, -0.068, -0.031, -0.126, 0.022, 0.098, 0.081, -0.376, -0.102, 0.102, -0.178, -0.054, -0.094, 1.019, 0.072, -0.097, -0.878, 0.095, -0.083, -0.086, 0.087, 0.108, -0.121, 0.104, -0.269, -0.114, 0.107, -0.031, -0.079], "e_tot_ha": -11548.64366, "e_above_lowest_kj_mol": 480.2, "homo_ev": -7.43, "orbital_gap_ev": 6.34}

Entry 2:
{"formula": "C30H26N3O5SW", "method": "ωB97M-V with the def2-TZVPD basis set", "species": ["H", "C", "C", "O", "C", "C", "C", "H", "H", "N", "C", "H", "C", "H", "H", "H", "H", "C", "C", "C", "C", "H", "N", "H", "S", "H", "H", "O", "C", "C", "H", "C", "C", "H", "H", "H", "O", "C", "C", "H", "H", "C", "C", "C", "N", "O", "H", "O", "C", "C", "W", "C", "H", "H", "C", "H", "H", "C", "C", "H", "H", "H", "C", "C", "C", "C"], "positions_angstrom": [[-0.833, 1.605, -0.358], [-1.026, 2.658, -0.691], [-3.321, -1.504, -1.639], [0.057, -1.785, -2.339], [1.057, 1.820, 4.193], [5.314, -1.018, 1.523], [0.343, -2.941, 2.558], [-0.117, -2.688, 3.511], [-4.957, -4.387, -1.079], [-0.238, -1.630, 0.686], [3.242, -2.020, -1.493], [-1.727, 6.276, -1.653], [-4.198, -3.619, -1.006], [6.302, -0.956, 1.064], [3.420, 0.905, 1.063], [-0.435, 5.782, 0.390], [5.212, -0.195, 2.227], [-0.798, 4.974, -0.230], [2.374, -0.929, -1.583], [-2.172, -2.787, -0.083], [-4.319, -2.451, -1.757], [-5.165, -2.276, -2.409], [-2.110, 0.470, -2.065], [-3.833, 1.978, -4.258], [1.197, -0.870, -2.859], [5.282, -1.962, 2.071], [2.717, -1.045, 3.492], [-0.757, -3.527, 1.737], [-3.215, -0.177, -2.269], [-0.026, 1.667, 3.342], [1.747, -1.878, 1.250], [1.941, -0.288, 3.442], [-0.537, 3.657, 0.129], [1.127, 2.690, 4.831], [-4.306, 2.430, -2.586], [-0.815, 2.407, 3.335], [0.490, 0.466, -2.533], [2.432, 0.135, -0.670], [2.038, 0.836, 4.247], [4.868, -2.852, -0.403], [0.025, 3.421, 1.021], [4.169, -2.027, -0.472], [-1.748, 2.897, -1.852], [-2.189, 1.779, -2.759], [-2.265, -1.683, -0.834], [1.648, -1.089, -4.166], [3.214, -2.826, -2.216], [-4.143, 0.396, -2.947], [-1.524, 5.250, -1.379], [3.361, 0.079, 0.367], [-0.551, -0.362, -0.982], [-3.119, -3.789, -0.138], [-2.534, 4.469, -3.094], [-1.527, 1.722, -3.627], [-1.990, 4.223, -2.189], [1.095, -3.714, 2.677], [2.876, 0.944, 4.923], [-3.674, 1.794, -3.201], [-1.003, -2.676, 0.806], [-3.025, -4.666, 0.490], [1.898, 1.066, -0.837], [-1.036, 0.403, 1.947], [0.860, -0.441, 2.578], [-0.127, 0.536, 2.535], [0.796, -1.696, 1.753], [4.253, -0.981, 0.468]], "forces_ev_per_a": [[-0.0381, 0.2004, 0.3647], [0.0097, -0.2937, -0.0049], [0.0617, 0.1252, 0.0031], [0.1913, 0.2204, 0.2892], [-0.0056, -0.0338, -0.0178], [-0.0798, 0.0074, 0.0276], [-0.2101, -0.0944, -0.0623], [0.0854, 0.0025, 0.0261], [-0.0043, -0.0038, 0.0010], [-0.0443, 0.2606, -0.0140], [-0.0121, 0.0803, 0.0627], [0.0012, 0.0113, -0.0125], [-0.0067, 0.0026, 0.0070], [0.0106, 0.0143, -0.0156], [0.0305, 0.0098, -0.0099], [0.0047, 0.0009, 0.0036], [0.0157, 0.0039, -0.0024], [0.0310, -0.0300, 0.0487], [0.2762, -0.0486, -0.0083], [0.0853, 0.0611, 0.0473], [0.0069, -0.0110, 0.0448], [-0.0061, -0.0152, -0.0056], [0.0672, 0.1277, 0.1498], [0.0220, 0.0467, 0.0114], [-0.0619, 0.2263, -0.1043], [0.0131, 0.0011, -0.0003], [-0.0114, -0.0307, -0.0271], [0.1445, 0.2759, -0.0094], [-0.2072, -0.1983, 0.0194], [0.0017, -0.0303, 0.0169], [0.0598, -0.0194, 0.1449], [0.0574, 0.1072, -0.0027], [-0.0634, 0.0719, -0.1046], [0.0029, 0.0070, 0.0023], [0.0222, 0.0368, -0.0302], [-0.0095, 0.0170, -0.0240], [0.1073, -0.1174, 0.0742], [0.0395, 0.0664, 0.0882], [-0.0287, 0.0190, -0.0070], [0.0042, -0.0021, 0.0007], [0.0095, -0.0116, 0.0359], [0.0171, 0.0063, 0.0317], [0.0604, 0.0970, 0.0388], [-0.0633, -0.1029, -0.0039], [0.1895, 0.1549, 0.0049], [-0.1175, -0.1138, 0.0138], [-0.0342, 0.0060, -0.0269], [0.2077, 0.1263, 0.0565], [-0.0073, -0.0280, 0.0016], [-0.0434, 0.0404, -0.0813], [-0.3993, -0.6454, -0.9090], [-0.0435, 0.0393, -0.0161], [-0.0101, -0.0172, -0.0087], [-0.0134, 0.0429, 0.0020], [-0.0110, 0.0252, -0.0312], [0.0070, 0.0095, -0.0209], [0.0038, -0.0053, 0.0084], [-0.1041, -0.1659, 0.0093], [-0.2251, -0.2772, -0.0392], [-0.0021, -0.0184, -0.0089], [-0.0038, -0.0466, 0.0074], [0.0904, -0.0173, 0.0144], [0.1346, 0.0584, -0.0207], [-0.1475, 0.0303, 0.0491], [-0.1258, -0.1315, -0.0716], [0.0687, -0.1309, -0.0060]], "mulliken_spin": [0.063, -0.190, 0.050, 0.014, 0.000, 0.000, 0.001, 0.000, -0.001, 0.033, 0.004, 0.000, 0.025, 0.000, -0.001, 0.000, 0.000, -0.002, -0.032, 0.069, -0.002, 0.001, -0.036, 0.001, 0.026, 0.000, 0.000, 0.018, 0.044, 0.039, 0.009, -0.004, 0.042, 0.000, 0.000, 0.001, 0.009, 0.080, 0.005, 0.000, 0.004, 0.000, -0.001, 0.013, -0.030, 0.005, 0.000, 0.028, 0.005, 0.008, 1.736, -0.009, -0.001, 0.001, -0.006, 0.001, 0.000, 0.003, 0.005, 0.001, -0.031, -0.045, -0.003, 0.060, -0.016, 0.003], "e_tot_ha": -2163.57865, "total_charge": 3, "e_above_lowest_kj_mol": 121.4, "spin_multiplicity": 3, "homo_ev": [-17.24, -17.24], "orbital_gap_ev": [6.40, 5.95]}